{
  "formula": "C5H8N2",
  "method": "wB97M-V/def2-TZVPD",
  "symbols": ["C", "C", "C", "C", "N", "C", "N", "H", "H", "H", "H", "H", "H", "H", "H"],
  "xyz": [[-1.962, 1.260, 1.287], [2.420, -0.226, 0.516], [1.293, 0.470, 0.080], [0.738, -0.595, -0.664], [-0.118, -0.520, -1.721], [1.369, -1.824, -0.213], [2.249, -1.538, 0.732], [-1.694, 2.185, 0.770], [-2.508, 0.602, 0.606], [-2.593, 1.499, 2.147], [1.200, 1.520, -0.160], [0.024, -1.134, -2.508], [-0.518, 0.378, -1.948], [1.151, -2.835, -0.548], [-1.052, 0.757, 1.624]],
  "mulliken_charge": [-0.9702, -0.2226, -0.4637, 0.9682, -0.4436, -0.6559, -0.4003, 0.2205, 0.2337, 0.3110, 0.3763, 0.2263, 0.2232, 0.3817, 0.2153],
  "e_lumo_ha": [-0.026, -0.017],
  "e_homo_ev": [-8.454, -8.169],
  "largest_force_ev_per_a": 0.24,
  "spin_multiplicity": 1,
  "total_energy_ev": -8290.76827
}

=====

{
  "formula": "C5H8N2",
  "method": "wB97M-V/def2-TZVPD",
  "symbols": ["C", "C", "C", "C", "N", "N", "C", "H", "H", "H", "H", "H", "H", "H", "H"],
  "xyz": [[-2.315, -0.149, 0.018], [-0.840, -0.017, 0.175], [0.092, -0.599, 0.940], [1.238, 0.026, 0.130], [2.406, -0.701, -0.218], [1.209, 1.458, 0.150], [0.191, 0.744, -0.661], [-2.517, -0.592, -0.967], [-2.730, -0.824, 0.774], [-2.832, 0.817, 0.055], [0.067, -1.217, 1.831], [2.126, -1.608, -0.583], [2.902, -0.211, -0.957], [0.884, 1.872, 1.025], [0.121, 1.002, -1.713]],
  "mulliken_charge": [-1.0907, 0.5917, -0.9891, 0.6966, -0.6156, -0.5647, -0.5079, 0.2720, 0.3061, 0.2804, 0.3986, 0.2787, 0.2718, 0.2953, 0.3768],
  "e_lumo_ha": 0.037,
  "e_homo_ev": -8.087,
  "largest_force_ev_per_a": 0.37,
  "spin_multiplicity": 1,
  "smiles": "CC1=C[C@]2(N)N[C@H]12",
  "total_energy_ev": -8291.85126
}

=====

{
  "formula": "C5H8N2",
  "method": "wB97M-V/def2-TZVPD",
  "symbols": ["N", "C", "C", "N", "C", "C", "C", "H", "H", "H", "H", "H", "H", "H", "H"],
  "xyz": [[-0.940, -1.178, 2.700], [-0.737, -0.543, 1.755], [-0.547, 0.391, 0.618], [-1.765, 1.103, 0.269], [0.035, -0.284, -0.611], [1.339, -1.018, -0.533], [1.271, 0.320, -1.213], [0.168, 1.132, 0.989], [-2.081, 1.685, 1.039], [-2.501, 0.430, 0.076], [-0.714, -0.671, -1.302], [1.854, -1.090, 0.422], [1.440, -1.903, -1.155], [1.364, 0.358, -2.291], [1.697, 1.186, -0.708]],
  "mulliken_charge": [-0.4603, 0.1069, 0.2146, -0.6587, -0.0465, -0.5555, -0.6360, 0.1971, 0.2717, 0.2752, 0.3043, 0.2451, 0.2612, 0.2712, 0.2099],
  "e_lumo_ha": 0.035,
  "e_homo_ev": -10.335,
  "largest_force_ev_per_a": 1.11,
  "spin_multiplicity": 1,
  "smiles": "N#C[C@H](N)C1CC1",
  "total_energy_ev": -8293.67067
}